This record from the Open Molecules 2025 dataset describes CH4N6O in the gas phase. The level of theory is ωB97M-V/def2-TZVPD.

## Properties
Frontier orbital gap in eV: 8.724
E_LUMO in eV: -0.15
HOMO in eV: -8.9
Total energy in hartree: -444.0377
Structure (SMILES): N/N=c1/onnn1N
Relative energy (zero: lowest compared OMol25 entry of this formula, charge and spin) in kcal/mol: 93.65
Molar mass in g/mol: 116.08

Each atom is followed by the atoms it is bonded to, with distances in Å.
Positions of all 12 atoms, in Å:
1 N -1.676 -0.238 -0.656  N2 1.435, H9 1.188, H10 1.075
2 N -1.407 0.327 0.635  N1 1.435, C3 1.290
3 C -0.135 0.539 0.683  N2 1.290, O4 1.291, N7 1.434
4 O 0.379 1.124 1.712  C3 1.291, N5 1.505
5 N 1.876 1.042 1.581  O4 1.505, N6 1.304
6 N 1.985 0.619 0.352  N5 1.304, N7 1.347
7 N 0.858 0.350 -0.334  C3 1.434, N6 1.347, N8 1.410
8 N 1.024 -0.968 -0.808  N7 1.410, H11 1.033, H12 1.243
9 H -1.957 0.724 -1.294  N1 1.188
10 H -2.541 -0.847 -0.466  N1 1.075
11 H 0.403 -1.033 -1.631  N8 1.033
12 H 1.192 -1.639 0.225  N8 1.243

Löwdin atomic charge list, values in e, 6 entries: N -0.10; N 0.00; C -0.50; O 0.01; N 0.17; N 0.01